Computed, not measured: a structure of composition C2H3NP2 in a non-equilibrium geometry, with the ωB97M-V functional and the def2-TZVPD basis.

Summary:
ΔE to the lowest compared entry with this formula, charge and spin: 1.433 eV
E: -815.372996 hartree
HOMO-LUMO gap: 9.2 eV

Last column: natural (NBO) charge in e.
Cartesian coordinates (Å):
C 1.1510 -0.3016 -0.4176  -0.129
C -1.3162 0.7086 0.2929  -0.843
N 1.2586 0.8861 -0.0037  -0.742
P -0.0901 1.8190 0.4504  0.875
P -0.4295 -1.1815 -0.6870  0.436
H 2.0648 -0.8462 -0.6398  0.193
H -2.3660 0.7773 0.4770  0.211
H -0.2726 -1.8616 0.5277  -0.001


Computed, not measured: a structure of composition C6H11NO2 in a non-equilibrium geometry, with the ωB97M-V functional and the def2-TZVPD basis.

Summary:
ΔE to the lowest compared entry with this formula, charge and spin: 5.885 eV
E: -440.270970 hartree
HOMO-LUMO gap: 9.4 eV

Last column: natural (NBO) charge in e.
Cartesian coordinates (Å):
C 1.3798 0.6120 1.3538  -0.674
C 1.3256 -0.4642 0.2594  0.055
C 2.4946 -0.7259 -0.6557  -0.657
C 0.1328 -0.9914 -0.2533  -0.078
C -2.0246 0.0750 -0.0142  0.631
C -1.7048 1.4526 -0.5789  -0.700
H 1.4442 1.5819 0.7470  0.226
H 0.3690 0.6535 1.6813  0.222
H 2.0590 0.7145 2.3181  0.252
H 2.6676 0.1773 -1.5402  0.213
H 3.5702 -0.8987 -0.1936  0.235
H 2.3009 -1.3466 -1.4921  0.229
H 0.2605 -1.7801 -0.9299  0.212
H -2.7740 -1.2961 0.4555  0.445
H -0.7987 1.3561 -1.1751  0.233
H -2.6482 1.6116 -1.1889  0.262
H -1.6555 2.2929 0.3110  0.250
N -1.1325 -0.8026 0.2889  -0.152
O -1.9657 -1.9336 0.4995  -0.562
O -3.3004 -0.2882 0.1075  -0.641


Computed, not measured: a cluster of 2 separate species, C5H11N4 in total in a non-equilibrium geometry, with the ωB97M-V functional and the def2-TZVPD basis.

Summary:
net charge: +1
ΔE to the lowest compared entry with this formula, charge and spin: 4.392 eV
E: -415.761810 hartree
HOMO-LUMO gap: 9.0 eV

Last column: natural (NBO) charge in e.
Cartesian coordinates (Å):
C -0.9554 0.2563 -1.8477  -0.432
C -1.9048 1.2652 -2.0434  0.149
C -1.6785 0.9102 0.1461  -0.387
C -0.7022 0.0626 -0.4717  -0.177
C 1.0554 -1.6030 0.5941  0.428
N -2.4073 1.6734 -0.9309  -0.502
N 0.6132 -1.6178 1.8101  -0.720
N 2.1315 -0.8882 0.3123  -0.391
N 2.6289 -0.0177 1.1900  -0.666
H -0.3155 -0.1993 -2.7393  0.228
H -2.1894 1.6270 -3.0096  0.232
H -0.9853 1.4416 0.7675  0.271
H 0.6624 -2.2908 -0.1466  0.250
H -3.2288 2.2583 -0.6606  0.443
H 0.9983 -0.8799 2.3786  0.422
H -0.1009 -2.1380 2.1266  0.415
H 2.6125 -0.9954 -0.6926  0.407
H -2.4964 0.5617 0.8209  0.258
H 3.4619 -0.3735 1.6196  0.379
H 2.8003 0.9471 0.7763  0.392